(a)
Computed, not measured: a structure of composition C3H10N2S, with wB97M-V/def2-TZVPD.

Geometry as XYZ:
```
16
Properties=species:S:1:pos:R:3:nbo_charge:R:1
C 1.26 0.36 0.39 -0.3672
C 1.47 -0.64 -0.75 -0.2966
S 1.74 -0.08 -2.37 0.0653
N -0.04 0.51 0.96 -0.3932
C -1.00 0.43 -0.08 -0.1130
N -2.36 0.60 0.44 -0.8438
H 1.95 0.16 1.21 0.2102
H 1.54 1.32 -0.04 0.2797
H -0.05 -1.73 1.60 -0.0262
H 2.02 -1.55 -0.52 0.2090
H 0.44 0.28 -2.58 0.1298
H -0.08 -0.95 1.43 0.0388
H -0.82 1.22 -0.83 0.1845
H -0.93 -0.54 -0.61 0.1899
H -2.92 -0.24 0.33 0.3609
H -2.24 0.84 1.41 0.3721
```

The value obtained for the orbital gap is 5.511 eV. Its LUMO energy is -0.0770 Eh.

***

(b)
Computed, not measured: a cluster of 3 separate species, C3H10N2S in total, with wB97M-V/def2-TZVPD.

Geometry as XYZ:
```
16
Properties=species:S:1:pos:R:3:nbo_charge:R:1
N -0.43 0.29 -1.45 -0.7274
C -0.06 1.44 -0.69 -0.0079
C 1.26 1.61 -0.30 -0.4640
S -3.13 0.10 0.17 -0.5172
C 0.59 -1.21 1.00 -0.5688
N 1.47 -1.34 -0.11 -0.4376
H -1.38 0.06 -1.14 0.3917
H 0.12 -0.60 -1.40 0.3993
H -0.88 2.20 -0.53 0.2299
H 1.90 0.76 -0.35 0.2177
H 1.58 2.58 0.14 0.2134
H -3.95 -0.38 1.14 0.1306
H 1.07 -1.62 1.89 0.2413
H -0.56 -1.36 1.03 0.2802
H 0.59 -0.20 0.71 0.2960
H 1.82 -2.32 -0.12 0.3227
```

The value obtained for the orbital gap is 3.980 eV. Its LUMO energy is -0.1536 Eh.

***

Relative energies, unit hartree: (a) 0.0000; (b) 0.0701

***

(a)
Computed, not measured: the molecule C3H10N2S, with wB97M-V/def2-TZVPD.

Geometry as XYZ:
```
16
Properties=species:S:1:pos:R:3:nbo_charge:R:1
N 0.64 1.37 1.03 -0.8651
C 0.16 0.56 -0.03 -0.0739
C -1.20 -0.02 0.25 -0.5148
S -2.51 0.99 1.11 -0.0790
C 1.24 -0.51 -0.30 -0.2186
N 0.70 -1.52 -1.23 -0.8595
H 1.32 2.03 1.02 0.3796
H 0.18 1.30 1.89 0.3720
H 0.02 1.09 -1.04 0.1696
H -1.10 -1.01 0.95 0.2199
H -1.55 -0.47 -0.71 0.2538
H -3.66 0.93 0.53 0.1324
H 2.28 -0.18 -0.62 0.1775
H 1.63 -1.08 0.60 0.1939
H 1.25 -2.35 -1.28 0.3625
H 0.60 -1.14 -2.17 0.3498
```

The value obtained for the orbital gap is 9.621 eV. Its LUMO energy is 0.0364 Eh.

***

(b)
Computed, not measured: a structure of composition C3H10N2S, with wB97M-V/def2-TZVPD.

Geometry as XYZ:
```
16
Properties=species:S:1:pos:R:3:nbo_charge:R:1
N 1.37 1.02 1.92 -0.7741
C 1.19 -0.29 2.07 0.3529
N 0.21 -0.90 1.51 -0.7340
H 0.68 1.55 1.39 0.4385
H 2.07 1.50 2.45 0.4027
H 1.91 -0.82 2.67 0.1801
H 0.16 -1.90 1.63 0.3903
H -0.56 -0.20 0.81 0.3074
C -0.22 -0.28 -2.17 -0.6101
C -1.55 0.22 -1.60 -0.5011
S -1.39 1.02 0.02 -0.4407
H 0.18 -1.06 -1.53 0.1908
H 0.51 0.53 -2.20 0.2037
H -0.35 -0.67 -3.18 0.1990
H -2.22 -0.64 -1.53 0.1916
H -2.00 0.92 -2.28 0.2030
```

The value obtained for the orbital gap is 7.756 eV. Its LUMO energy is 0.0166 Eh.

***

Relative energies, unit hartree: (a) 0.0345; (b) 0.0000

***

(a)
Computed, not measured: a structure of composition C2H4ClFS, with wB97M-V/def2-TZVPD.

Geometry as XYZ:
```
9
Properties=species:S:1:pos:R:3:nbo_charge:R:1
C -0.20 1.28 -0.30 -0.5565
C -0.48 0.14 0.63 0.1351
H -0.93 -0.72 -1.46 0.1589
H 0.80 1.92 -0.10 0.2733
H -1.01 1.98 -0.37 0.2262
H -1.12 0.59 1.48 0.1815
F -1.21 -0.95 0.24 -0.3372
S 0.05 0.16 -1.75 -0.0663
Cl 0.96 -0.37 1.43 -0.0151
```

The value obtained for the orbital gap is 10.071 eV. Its LUMO energy is 0.0300 Eh.

***

(b)
Computed, not measured: the molecule C2H4ClFS, with wB97M-V/def2-TZVPD.

Geometry as XYZ:
```
9
Properties=species:S:1:pos:R:3:nbo_charge:R:1
C -0.48 0.18 -0.34 -0.6471
C 0.97 0.77 -1.08 0.2361
F 0.73 1.95 -1.61 -0.3336
S 2.29 0.89 0.06 0.0442
Cl 1.36 -0.43 -2.46 -0.1129
H -0.42 0.48 0.74 0.2286
H -1.36 0.64 -0.82 0.2247
H -0.41 -0.92 -0.66 0.2354
H 2.46 -0.35 -0.07 0.1245
```

The value obtained for the orbital gap is 10.527 eV. Its LUMO energy is 0.0261 Eh.

***

Relative energies, unit hartree: (a) 0.0181; (b) 0.0000

***

(a)
Computed, not measured: the molecule C15H22N2O4, with wB97M-V/def2-TZVPD.

Geometry as XYZ:
```
43
Properties=species:S:1:pos:R:3:nbo_charge:R:1
C -0.61 2.39 0.04 -0.1460
C 0.11 1.69 1.19 0.6619
C -2.14 2.47 0.14 -0.4242
C -2.73 1.03 0.04 -0.0334
C -2.90 0.45 1.32 -0.1995
C -2.93 0.29 -1.20 -0.2679
C -3.40 -0.88 1.29 -0.2360
C -3.40 -1.07 -1.16 -0.3041
C -3.56 -1.67 0.13 0.2947
C 0.91 -0.21 -0.16 -0.1586
C 0.05 -1.53 0.22 0.8120
C 2.30 -0.68 -0.52 -0.2296
C 3.08 0.50 -1.23 -0.6144
C 3.16 -0.99 0.73 -0.3978
C 4.54 -1.87 0.47 -0.6280
H 0.17 3.03 -1.89 0.3849
H -0.76 1.66 -1.97 0.3580
H -0.33 3.37 0.09 0.2300
H -2.60 3.19 -0.53 0.2237
H -2.44 2.85 1.12 0.2383
H -2.49 0.99 2.20 0.2585
H -2.62 0.77 -2.12 0.2187
H -3.62 -1.41 2.17 0.2259
H -3.55 -1.71 -2.00 0.2264
H -3.50 -3.45 -0.29 0.4843
H 1.27 0.28 1.90 0.4211
H 0.31 0.36 -0.75 0.2490
H 2.31 -1.67 -1.04 0.2194
H 2.86 0.55 -2.45 0.2129
H 4.17 0.33 -1.02 0.2110
H 2.74 1.40 -0.72 0.2156
H 3.52 0.08 0.86 0.1982
H 2.58 -1.36 1.53 0.2221
H 5.29 -1.64 -0.36 0.2201
H 5.21 -1.66 1.33 0.2120
H 4.26 -2.86 0.60 0.2087
H -1.43 -1.14 -0.80 0.5377
N -0.15 2.18 -1.38 -0.8754
N 0.90 0.64 1.03 -0.5883
O -0.13 2.16 2.34 -0.6633
O -3.91 -2.92 0.36 -0.6493
O 0.14 -2.18 1.28 -0.5853
O -0.67 -1.78 -0.79 -0.7440
```

The value obtained for the orbital gap is 9.489 eV. Its LUMO energy is 0.0216 Eh.

***

(b)
Computed, not measured: the molecule C15H22N2O4, with wB97M-V/def2-TZVPD.

Geometry as XYZ:
```
43
Properties=species:S:1:pos:R:3:nbo_charge:R:1
C 1.97 -0.04 0.64 -0.1457
C 1.62 -1.30 -0.10 0.6909
C 3.06 0.90 -0.04 -0.2068
C 2.65 2.27 0.59 -0.6207
C 4.56 0.59 0.21 -0.4148
C 5.22 -0.47 -0.78 -0.6308
C -0.64 -0.59 -1.04 -0.1592
C -0.42 0.88 -1.51 0.7848
C -1.51 -0.94 0.28 -0.4363
C -2.98 -0.54 0.27 -0.1001
C -3.53 0.61 0.92 -0.2168
C -3.85 -1.27 -0.49 -0.1790
C -4.91 0.88 0.97 -0.2414
C -5.16 -0.88 -0.60 -0.2491
C -5.62 0.18 0.12 0.2889
H 3.26 -1.20 1.64 0.3897
H 1.86 -0.90 2.50 0.3630
H 1.03 0.46 0.68 0.1941
H 2.84 1.01 -1.10 0.2284
H 2.44 2.14 1.73 0.2088
H 3.29 3.26 0.46 0.2212
H 1.62 2.30 0.18 0.2089
H 4.64 0.38 1.28 0.2218
H 5.06 1.61 -0.02 0.2080
H 6.22 -0.82 -0.32 0.2055
H 5.38 -0.12 -1.83 0.2136
H 4.76 -1.45 -0.77 0.2214
H 0.36 -2.20 -1.58 0.4046
H -1.22 -1.09 -1.81 0.2263
H -0.96 -0.73 1.21 0.2258
H -1.38 -2.13 0.15 0.2341
H -2.86 1.27 1.52 0.2233
H -3.43 -2.26 -0.72 0.2193
H -5.28 1.73 1.54 0.2417
H -5.97 -1.45 -1.07 0.2082
H -7.47 -0.38 -0.30 0.4809
H -2.11 1.19 -0.49 0.5233
N 2.51 -0.51 1.87 -0.8369
N 0.50 -1.39 -0.99 -0.6430
O 2.31 -2.31 0.00 -0.6198
O 0.60 1.29 -1.99 -0.5609
O -6.97 0.40 0.10 -0.6699
O -1.52 1.62 -1.29 -0.7055
```

The value obtained for the orbital gap is 9.498 eV. Its LUMO energy is 0.0119 Eh.

***

(c)
Computed, not measured: the molecule C15H22N2O4, with wB97M-V/def2-TZVPD.

Geometry as XYZ:
```
43
Properties=species:S:1:pos:R:3:nbo_charge:R:1
O -0.19 1.41 1.71 -0.6499
C -0.68 0.72 0.84 0.6818
N 0.08 -0.02 -0.01 -0.6082
C 1.52 0.00 0.05 -0.1509
C 2.00 -0.94 1.15 -0.0633
O 3.42 -0.89 1.19 -0.7394
C 2.02 -0.48 -1.31 0.6526
O 1.40 -1.34 -1.92 -0.6160
N 3.08 0.18 -1.82 -0.1523
C 4.18 0.84 -1.13 -0.2327
C 4.93 1.44 -2.32 -0.4361
C 4.81 0.30 -3.32 -0.0783
O 3.54 -0.32 -3.06 -0.3457
C -2.17 0.66 0.60 -0.2899
C -3.09 0.78 1.84 -0.3953
C -3.97 1.72 1.02 -0.0540
C -2.82 1.96 0.04 -0.3767
C -5.38 1.62 0.57 -0.3594
C -4.93 2.79 1.42 -0.0924
C -5.20 2.90 2.90 -0.4128
C -4.54 4.02 2.18 -0.3705
H -0.33 -0.60 -0.73 0.4280
H 1.85 1.01 0.28 0.2270
H 1.56 -0.61 2.10 0.1895
H 1.64 -1.95 0.92 0.1735
H 3.73 -1.45 1.90 0.4791
H 3.80 1.58 -0.43 0.2278
H 4.79 0.12 -0.59 0.2123
H 4.41 2.33 -2.68 0.2144
H 5.96 1.68 -2.08 0.2255
H 4.81 0.62 -4.35 0.1991
H 5.59 -0.45 -3.16 0.1753
H -2.45 -0.20 -0.02 0.2069
H -3.50 -0.14 2.24 0.2096
H -2.56 1.33 2.62 0.2290
H -2.23 2.82 0.34 0.2128
H -3.03 2.01 -1.03 0.2087
H -5.68 1.74 -0.46 0.2146
H -6.01 0.95 1.15 0.2152
H -6.25 3.10 3.13 0.2041
H -4.68 2.25 3.59 0.2063
H -3.46 4.08 2.29 0.2144
H -5.02 4.97 2.01 0.2163
```

The value obtained for the orbital gap is 9.523 eV. Its LUMO energy is 0.0229 Eh.

***

(d)
Computed, not measured: the molecule C15H22N2O4, with wB97M-V/def2-TZVPD.

Geometry as XYZ:
```
43
Properties=species:S:1:pos:R:3:nbo_charge:R:1
O 0.23 0.62 1.61 -0.6548
C -0.30 -0.19 0.86 0.6845
N 0.41 -0.95 0.02 -0.6083
C 1.87 -0.96 -0.10 -0.1445
C 2.51 -1.68 1.10 -0.0578
O 3.92 -1.58 1.10 -0.7286
C 2.25 -1.56 -1.48 0.6522
O 1.47 -2.35 -2.01 -0.6113
N 3.49 -1.27 -1.96 -0.1629
C 4.02 0.09 -2.04 -0.2395
C 4.77 0.03 -3.36 -0.4334
C 5.20 -1.42 -3.43 -0.0771
O 4.04 -2.09 -2.96 -0.3351
C -1.83 -0.28 0.74 -0.2954
C -2.62 0.17 2.00 -0.4144
C -3.61 0.79 1.01 0.1033
C -2.46 0.94 0.02 -0.3897
C -5.00 0.42 0.76 -0.2401
C -4.69 1.84 1.27 -0.5537
C -5.79 2.41 2.18 -0.2615
C -4.40 2.81 2.43 -0.2574
H -0.04 -1.57 -0.65 0.4266
H 2.17 0.09 -0.08 0.2249
H 2.16 -1.24 2.04 0.1912
H 2.22 -2.73 1.13 0.1676
H 4.27 -2.02 1.88 0.4755
H 3.26 0.87 -2.04 0.2160
H 4.69 0.25 -1.20 0.2118
H 4.10 0.27 -4.19 0.2151
H 5.60 0.74 -3.40 0.2248
H 5.46 -1.74 -4.44 0.2082
H 6.05 -1.64 -2.78 0.1722
H -2.15 -1.24 0.32 0.2178
H -3.01 -0.61 2.65 0.2048
H -2.13 0.93 2.61 0.2372
H -1.93 1.89 0.16 0.2316
H -2.71 0.84 -1.03 0.2083
H -5.30 0.27 -0.28 0.2077
H -5.46 -0.32 1.41 0.1873
H -6.47 3.15 1.75 0.2101
H -6.29 1.76 2.89 0.1852
H -3.91 2.44 3.33 0.1904
H -4.08 3.82 2.18 0.2112
```

The value obtained for the orbital gap is 6.917 eV. Its LUMO energy is 0.0251 Eh.

***

Relative energies, unit hartree: (a) 0.0247; (b) 0.0000; (c) 0.0749; (d) 0.2128